Formula: C4H7NO
Source: OMol25
Level of theory: the ωB97M-V functional and the def2-TZVPD basis

Properties
Electronic energy = -286.42335 Ha
Charge = 0
Energy relative to the best compared isomer or geometry (same formula, charge and spin) = 546.9 kJ/mol
Molecular weight = 85.106 g mol⁻¹
LUMO level (spin up / spin down) = 0.38 / 0.24 eV
HOMO (spin up / spin down) = -7.62 / -8.03 eV

Last column: Mulliken charge in e.
Atoms and positions in Å:
C -1.0392 1.2456 -1.2812  -1.258
C -0.4202 0.0566 -0.5801  -0.177
O 0.6911 0.5029 0.1907  -0.289
C 1.1458 -0.3563 1.1331  -0.245
C 0.7686 -1.6946 1.2147  0.171
N 0.2480 -2.7865 1.4680  -0.493
H -0.2949 1.7737 -1.8839  0.310
H -1.8420 0.9023 -1.9416  0.373
H -1.4614 1.9456 -0.5546  0.310
H -0.0494 -0.6846 -1.3045  0.305
H -1.1525 -0.4425 0.0658  0.346
H 2.0984 -0.0547 1.5568  0.341
H 1.4807 -2.3549 0.6268  0.305

Formula: C4H7NO
Source: OMol25
Level of theory: the ωB97M-V functional and the def2-TZVPD basis

Properties
Electronic energy = -286.59251 Ha
Charge = 0
Energy relative to the best compared isomer or geometry (same formula, charge and spin) = 102.7 kJ/mol
Molecular weight = 85.106 g mol⁻¹
LUMO level = 0.94 eV
SMILES = CN1CCC1=O
HOMO = -9.48 eV

Last column: Mulliken charge in e.
Atoms and positions in Å:
C -0.3091 -0.5354 -1.6731  -0.830
N -0.3466 0.1922 -0.4266  0.017
C 0.9010 0.5274 0.2527  -0.522
C 0.1578 0.4422 1.5992  -0.413
C -1.0071 -0.1079 0.7594  0.434
O -2.0589 -0.6448 0.9897  -0.599
H 0.5227 -1.2555 -1.6197  0.304
H -1.2423 -1.0742 -1.8490  0.344
H -0.1115 0.1440 -2.5095  0.245
H 1.3445 1.4839 -0.0398  0.303
H 1.6272 -0.2849 0.1056  0.250
H 0.5635 -0.2793 2.3120  0.237
H -0.0412 1.3923 2.0991  0.232

Formula: C4H7NO
Source: OMol25
Level of theory: the ωB97M-V functional and the def2-TZVPD basis

Properties
Electronic energy = -286.57555 Ha
Charge = 0
Energy relative to the best compared isomer or geometry (same formula, charge and spin) = 147.3 kJ/mol
Molecular weight = 85.106 g mol⁻¹
LUMO level = 0.99 eV
SMILES = CC(=O)N1CC1
HOMO = -9.74 eV

Last column: Mulliken charge in e.
Atoms and positions in Å:
C -1.5133 -0.1246 -1.1630  -0.861
C -0.4490 -0.8462 -0.3709  0.552
O -0.5781 -1.9824 0.0321  -0.565
N 0.7359 -0.1296 -0.1976  -0.202
C 0.8284 1.0679 0.6083  -0.345
C 1.4550 -0.2184 1.0429  -0.411
H -1.6140 -0.6036 -2.1413  0.275
H -2.4713 -0.2248 -0.6462  0.273
H -1.2737 0.9309 -1.3075  0.326
H -0.0654 1.4042 1.1336  0.264
H 1.4499 1.8654 0.2085  0.230
H 0.9643 -0.7851 1.8310  0.232
H 2.5314 -0.3537 0.9701  0.233